12 unconnected molecules or ions with the total composition C72H180N12O24, computed with ωB97M-V/def2-TZVPD.

Structure (XYZ):
```
288
Properties=species:S:1:pos:R:3:lowdin_charge:R:1
C -1.15 -1.45 7.63 -0.09
O -1.18 -2.13 6.36 -0.20
C -1.32 -3.51 6.54 -0.26
C -1.41 -4.19 5.17 -0.20
N -1.71 -5.62 5.28 -0.05
C -1.87 -6.26 4.01 -0.24
C -1.84 -7.74 4.21 -0.23
O -0.71 -8.19 4.99 -0.23
C -0.74 -9.61 5.15 -0.10
H -0.16 -1.64 8.15 0.07
H -1.92 -1.79 8.39 0.10
H -1.13 -0.37 7.38 0.09
H -2.23 -3.69 7.15 0.13
H -0.48 -4.02 7.11 0.10
H -0.53 -3.83 4.57 0.12
H -2.29 -3.79 4.60 0.13
H -1.02 -6.15 5.81 0.10
H -0.96 -6.10 3.35 0.12
H -2.73 -5.91 3.45 0.12
H -1.79 -8.18 3.24 0.11
H -2.74 -8.16 4.81 0.15
H -1.72 -9.99 5.47 0.09
H 0.14 -9.87 5.75 0.09
H -0.54 -10.06 4.15 0.09
C 0.48 5.53 1.82 -0.12
O 0.34 4.16 2.15 -0.18
C 0.14 4.06 3.58 -0.19
C 1.36 4.53 4.40 -0.19
N 2.59 3.75 4.20 -0.02
C 3.47 4.11 3.06 -0.19
C 4.55 3.12 2.77 -0.29
O 5.06 3.24 1.49 -0.18
C 5.76 2.04 1.14 -0.08
H -0.35 6.13 2.22 0.10
H 0.36 5.66 0.77 0.04
H 1.42 6.00 2.06 0.08
H -0.14 3.05 3.92 0.11
H -0.63 4.81 3.84 0.12
H 1.08 4.47 5.40 0.08
H 1.51 5.62 4.17 0.12
H 2.35 2.76 4.14 0.07
H 3.85 5.07 3.22 0.10
H 2.95 4.18 2.06 0.12
H 4.29 2.08 2.94 0.10
H 5.31 3.28 3.56 0.13
H 5.18 1.15 1.20 0.04
H 6.56 1.97 2.00 0.11
H 6.20 2.14 0.10 0.11
C 3.34 -2.11 11.52 -0.14
O 2.58 -2.12 10.37 -0.19
C 2.91 -3.19 9.59 -0.29
C 2.15 -3.20 8.28 -0.21
N 2.75 -4.19 7.38 -0.03
C 2.00 -5.48 7.32 -0.21
C 2.40 -6.24 6.10 -0.19
O 2.13 -5.34 4.99 -0.20
C 2.68 -5.86 3.81 -0.12
H 3.39 -3.14 12.00 0.10
H 2.90 -1.37 12.28 0.10
H 4.39 -1.74 11.18 0.11
H 2.76 -4.22 10.02 0.14
H 3.99 -3.14 9.32 0.13
H 2.41 -2.23 7.86 0.11
H 1.08 -3.22 8.38 0.08
H 2.86 -3.86 6.41 0.11
H 0.90 -5.39 7.30 0.09
H 2.20 -6.13 8.17 0.12
H 1.82 -7.13 6.08 0.10
H 3.48 -6.42 6.19 0.13
H 2.55 -5.12 3.02 0.06
H 2.17 -6.81 3.53 0.10
H 3.75 -6.08 3.88 0.09
C -1.94 0.28 -2.69 -0.11
O -1.15 0.98 -1.76 -0.21
C -0.84 0.16 -0.64 -0.23
C -0.19 0.94 0.48 -0.19
N 0.06 -0.05 1.57 -0.03
C 0.47 0.65 2.82 -0.17
C 1.34 -0.25 3.74 -0.22
O 2.00 0.60 4.63 -0.22
C 3.25 0.02 5.03 -0.08
H -2.67 -0.36 -2.26 0.05
H -1.26 -0.43 -3.30 0.11
H -2.37 1.03 -3.35 0.08
H -0.27 -0.72 -0.95 0.10
H -1.79 -0.29 -0.31 0.11
H -0.90 1.76 0.81 0.11
H 0.70 1.47 0.11 0.11
H 0.85 -0.61 1.26 0.05
H -0.32 1.12 3.34 0.06
H 1.15 1.48 2.51 0.12
H 2.10 -0.62 3.07 0.09
H 0.82 -1.10 4.22 0.13
H 3.63 0.49 5.96 0.09
H 3.89 0.07 4.12 0.09
H 3.01 -1.01 5.33 0.08
C 2.13 0.63 -3.62 -0.12
O 2.66 -0.46 -2.91 -0.17
C 3.12 -0.02 -1.65 -0.25
C 3.39 -1.15 -0.71 -0.21
N 2.12 -1.63 -0.17 -0.04
C 2.30 -2.83 0.68 -0.20
C 1.00 -3.53 0.99 -0.26
O 0.44 -4.14 -0.11 -0.18
C -0.64 -5.01 0.17 -0.09
H 1.37 1.16 -3.08 0.06
H 1.55 0.29 -4.48 0.09
H 2.94 1.31 -3.92 0.10
H 2.37 0.73 -1.17 0.14
H 4.08 0.53 -1.79 0.13
H 3.98 -0.64 0.10 0.12
H 4.06 -1.87 -1.21 0.13
H 1.56 -2.00 -0.93 0.09
H 2.74 -2.62 1.70 0.12
H 3.08 -3.51 0.27 0.12
H 0.41 -2.78 1.57 0.13
H 1.29 -4.34 1.70 0.10
H -1.46 -4.47 0.64 0.09
H -0.33 -5.74 0.95 0.08
H -0.94 -5.59 -0.69 0.09
C 0.04 -3.46 -3.26 -0.14
O 0.11 -3.51 -4.65 -0.19
C 0.36 -4.86 -5.09 -0.23
C 0.49 -4.98 -6.61 -0.22
N 0.76 -6.36 -6.99 -0.04
C 1.15 -6.44 -8.39 -0.23
C 1.10 -7.88 -8.87 -0.22
O -0.09 -8.60 -8.62 -0.19
C -1.25 -8.19 -9.32 -0.11
H -0.91 -3.81 -2.82 0.08
H 0.22 -2.43 -2.89 0.07
H 0.77 -4.22 -2.82 0.10
H -0.31 -5.51 -4.59 0.11
H 1.34 -5.30 -4.69 0.14
H 1.27 -4.28 -7.01 0.13
H -0.40 -4.47 -7.05 0.11
H -0.06 -6.86 -6.78 0.10
H 2.15 -6.03 -8.58 0.13
H 0.58 -5.74 -9.02 0.11
H 1.87 -8.41 -8.25 0.13
H 1.45 -7.94 -9.86 0.10
H -2.02 -8.76 -8.78 0.10
H -1.19 -8.45 -10.39 0.09
H -1.49 -7.14 -9.27 0.07
C -5.31 -4.29 -7.50 -0.11
O -5.00 -3.41 -6.43 -0.21
C -3.66 -3.46 -5.91 -0.20
C -3.76 -2.73 -4.61 -0.23
N -4.69 -3.37 -3.73 -0.06
C -4.88 -3.09 -2.31 -0.18
C -6.07 -2.18 -2.13 -0.28
O -6.32 -1.82 -0.83 -0.18
C -5.40 -0.87 -0.22 -0.07
H -4.57 -4.09 -8.39 0.11
H -6.31 -4.08 -7.88 0.09
H -5.17 -5.31 -7.38 0.05
H -3.07 -3.01 -6.68 0.08
H -3.39 -4.54 -5.82 0.14
H -4.01 -1.69 -4.81 0.10
H -2.72 -2.65 -4.11 0.14
H -5.59 -3.48 -4.18 0.11
H -4.03 -2.55 -1.93 0.09
H -5.03 -4.00 -1.71 0.12
H -6.98 -2.60 -2.47 0.12
H -5.98 -1.33 -2.80 0.12
H -5.64 -0.85 0.83 0.08
H -5.53 0.11 -0.73 0.09
H -4.36 -1.15 -0.36 0.06
C -8.38 2.35 -2.62 -0.13
O -7.99 3.67 -2.41 -0.21
C -6.74 3.86 -1.67 -0.19
C -6.47 5.34 -1.66 -0.21
N -6.06 5.82 -3.00 -0.06
C -5.90 7.26 -3.04 -0.22
C -5.14 7.82 -4.23 -0.25
O -3.78 7.68 -3.95 -0.20
C -2.94 7.83 -5.09 -0.10
H -8.45 1.86 -1.66 0.08
H -7.69 1.72 -3.25 0.10
H -9.36 2.33 -3.04 0.08
H -5.93 3.27 -2.17 0.13
H -6.92 3.41 -0.65 0.13
H -5.60 5.59 -1.04 0.09
H -7.32 5.95 -1.36 0.12
H -6.70 5.54 -3.71 0.10
H -5.34 7.53 -2.02 0.15
H -6.80 7.81 -2.95 0.09
H -5.40 8.87 -4.38 0.12
H -5.37 7.29 -5.16 0.12
H -2.97 8.90 -5.47 0.10
H -3.25 7.18 -5.94 0.07
H -1.86 7.65 -4.80 0.09
C -2.83 1.80 5.61 -0.12
O -3.21 2.21 4.32 -0.22
C -3.18 1.19 3.33 -0.18
C -3.76 1.87 1.98 -0.16
N -2.80 2.88 1.46 -0.05
C -3.26 3.59 0.25 -0.16
C -2.66 5.02 0.04 -0.22
O -2.83 5.83 1.16 -0.20
C -3.76 6.87 1.02 -0.10
H -2.03 1.09 5.55 0.06
H -3.66 1.29 6.13 0.09
H -2.49 2.63 6.23 0.09
H -3.78 0.27 3.72 0.14
H -2.14 0.87 3.15 0.08
H -4.74 2.24 2.29 0.11
H -3.85 1.07 1.26 0.08
H -2.63 3.55 2.22 0.11
H -4.30 3.90 0.16 0.09
H -2.99 2.95 -0.64 0.13
H -3.12 5.40 -0.88 0.12
H -1.58 4.97 -0.13 0.09
H -3.80 7.40 2.03 0.12
H -4.76 6.55 0.87 0.05
H -3.50 7.46 0.12 0.10
C -1.54 4.50 -10.84 -0.11
O -1.45 4.39 -9.44 -0.19
C -2.60 4.95 -8.81 -0.25
C -2.87 4.11 -7.61 -0.23
N -3.03 2.70 -8.01 -0.01
C -3.26 1.88 -6.83 -0.23
C -2.95 0.43 -6.97 -0.20
O -1.69 0.35 -7.66 -0.20
C -1.04 -0.90 -7.66 -0.08
H -0.64 4.04 -11.19 0.07
H -1.55 5.63 -11.18 0.12
H -2.43 4.03 -11.24 0.08
H -3.50 4.83 -9.40 0.12
H -2.47 5.99 -8.50 0.12
H -3.80 4.47 -7.09 0.14
H -2.04 4.29 -6.92 0.11
H -2.07 2.52 -8.30 0.10
H -4.33 1.90 -6.55 0.13
H -2.76 2.16 -5.95 0.07
H -3.62 -0.17 -7.57 0.12
H -3.00 -0.10 -5.98 0.11
H -0.25 -0.96 -6.92 0.09
H -0.72 -1.00 -8.68 0.09
H -1.79 -1.66 -7.53 0.05
C 9.38 -4.99 6.51 -0.14
O 10.70 -4.63 6.29 -0.18
C 10.97 -3.36 5.77 -0.21
C 11.10 -2.30 6.88 -0.22
N 9.81 -1.94 7.35 -0.07
C 9.65 -0.70 8.10 -0.20
C 8.21 -0.18 7.86 -0.23
O 8.18 0.23 6.51 -0.18
C 6.98 0.92 6.14 -0.08
H 8.88 -4.34 7.21 0.07
H 9.38 -6.07 6.72 0.09
H 8.78 -4.98 5.58 0.09
H 10.25 -3.04 5.03 0.12
H 11.90 -3.51 5.24 0.12
H 11.68 -1.41 6.59 0.12
H 11.64 -2.75 7.67 0.11
H 9.21 -1.75 6.57 0.09
H 10.31 0.16 7.93 0.11
H 9.87 -0.91 9.13 0.11
H 8.06 0.60 8.63 0.13
H 7.59 -1.00 8.10 0.11
H 6.89 1.10 5.09 0.07
H 6.80 1.87 6.70 0.10
H 6.12 0.31 6.41 0.07
C 1.25 9.00 -6.18 -0.12
O 0.64 8.77 -4.93 -0.23
C 1.56 9.04 -3.83 -0.18
C 1.18 8.23 -2.53 -0.17
N 1.21 6.80 -2.92 -0.04
C 0.77 5.94 -1.82 -0.22
C 0.41 4.55 -2.32 -0.22
O -0.75 4.58 -3.10 -0.18
C -0.85 3.58 -4.04 -0.12
H 1.90 8.23 -6.38 0.06
H 1.86 9.92 -6.17 0.09
H 0.47 9.14 -6.90 0.08
H 1.49 10.12 -3.61 0.12
H 2.55 8.69 -4.27 0.13
H 0.29 8.67 -2.16 0.10
H 1.96 8.36 -1.78 0.11
H 0.56 6.59 -3.68 0.10
H -0.13 6.27 -1.29 0.10
H 1.59 5.78 -1.15 0.11
H 0.08 3.88 -1.54 0.11
H 1.19 4.01 -2.89 0.13
H -0.85 2.58 -3.60 0.06
H -0.09 3.62 -4.78 0.09
H -1.78 3.71 -4.56 0.07
```

F_max = 4.209 eV/A
ΔE to the lowest compared entry with this formula, charge and spin = 128.3 kcal/mol
HOMO-LUMO gap = 8.5 eV
calculated total energy = -5313.28905 Eh
SMILES = COCCNCCOC.COCCNCCOC.COCCNCCOC.COCCNCCOC.COCCNCCOC.COCCNCCOC.COCCNCCOC.COCCNCCOC.COCCNCCOC.COCCNCCOC.COCCNCCOC.COCCNCCOC